C4H9NO2 | the ωB97M-V functional and the def2-TZVPD basis

Its net charge is 0. The calculated total energy is -9877.349 eV.

Positions of all 16 atoms, in Å:
O 0.44 -2.80 2.71
C -0.07 -2.11 1.83
N 0.42 -1.64 0.64
C -0.27 -0.44 0.18
C 0.67 0.62 -0.37
C -0.10 1.88 -0.83
O -1.27 1.54 -1.84
H -1.24 -2.06 1.93
H 1.32 -1.88 0.24
H -0.78 0.03 1.01
H -1.05 -0.80 -0.59
H 1.46 0.98 0.35
H 1.27 0.30 -1.25
H 0.53 2.40 -1.49
H -0.51 2.55 0.15
H -0.82 1.43 -2.65

C4H9NO2 | the ωB97M-V functional and the def2-TZVPD basis

Its net charge is 0. The calculated total energy is -9879.072 eV.

Positions of all 16 atoms, in Å:
C -1.16 1.43 -0.10
C -0.31 0.22 0.29
C -1.05 -1.09 -0.02
O -0.29 -2.22 0.35
N 1.01 0.25 -0.34
C 2.23 0.03 0.22
O 3.24 0.16 -0.44
H -0.66 2.36 0.20
H -2.15 1.38 0.37
H -1.31 1.47 -1.18
H -0.15 0.24 1.37
H -1.97 -1.13 0.58
H -1.35 -1.13 -1.08
H 0.49 -2.23 -0.22
H 1.19 0.55 -1.29
H 2.23 -0.29 1.28

C4H9NO2 | the ωB97M-V functional and the def2-TZVPD basis

Its net charge is 0. The calculated total energy is -9879.003 eV.

Positions of all 16 atoms, in Å:
H -0.20 -1.75 1.16
N -1.11 -1.45 0.84
C -1.12 -0.40 0.14
O -2.30 0.07 -0.29
C 0.04 0.47 -0.31
C 0.34 1.51 0.78
C 1.28 -0.38 -0.62
O 1.07 -1.32 -1.63
H -3.00 -0.50 0.06
H -0.28 0.98 -1.22
H 0.62 1.02 1.70
H 1.15 2.15 0.46
H -0.54 2.12 0.96
H 2.08 0.27 -0.98
H 1.63 -0.87 0.30
H 0.35 -1.91 -1.37

C4H9NO2 | the ωB97M-V functional and the def2-TZVPD basis

Its net charge is 0. The calculated total energy is -9877.859 eV.

Positions of all 16 atoms, in Å:
H -0.13 1.57 0.14
N -0.05 0.74 0.72
C -1.17 0.21 0.97
C -2.52 0.78 0.65
H -1.15 -0.76 1.49
H -2.49 1.41 -0.25
H -3.28 0.00 0.53
H -2.80 1.40 1.50
C 2.53 -0.18 -1.12
O 1.16 -0.50 -1.35
C 0.59 -1.28 -0.42
O 1.14 -1.84 0.49
H 2.92 0.14 -2.09
H 2.61 0.63 -0.39
H 3.06 -1.06 -0.75
H -0.48 -1.37 -0.66

C4H9NO2 | the ωB97M-V functional and the def2-TZVPD basis

Its net charge is 0. The calculated total energy is -9878.395 eV.

Positions of all 16 atoms, in Å:
C -0.42 -0.89 -1.83
O -0.94 -1.21 -0.53
C -1.19 -0.16 0.26
C -1.63 -0.59 1.64
O -1.08 0.99 -0.10
H -0.34 -1.84 -2.35
H -1.11 -0.22 -2.35
H 0.56 -0.41 -1.72
H -1.96 -1.62 1.65
H -0.77 -0.49 2.31
H -2.42 0.08 1.99
C 2.00 1.55 0.33
N 2.30 0.47 -0.27
H 0.96 1.87 0.35
H 2.73 2.19 0.84
H 3.30 0.28 -0.21

C4H9NO2 | the ωB97M-V functional and the def2-TZVPD basis

Its net charge is 0. The calculated total energy is -9875.349 eV.

Positions of all 16 atoms, in Å:
C 1.79 -0.61 -1.02
N 1.97 0.11 0.01
O 2.78 1.02 0.24
C 0.93 -0.17 1.12
C -0.52 -0.26 0.71
O -0.91 0.93 0.03
C -2.20 0.72 -0.62
H 2.24 -0.52 -1.98
H 0.89 -1.16 -1.05
H 1.04 0.75 1.69
H 1.31 -1.04 1.70
H -1.12 -0.54 1.61
H -0.69 -1.06 -0.04
H -2.28 1.52 -1.29
H -2.98 0.62 0.10
H -2.25 -0.30 -1.21